{
  "formula": "C3H8O2",
  "method": "ωB97M-V with the def2-TZVPD basis set",
  "elements": ["C", "C", "C", "O", "H", "H", "H", "H", "H", "H", "O", "H", "H"],
  "coordinates": [[0.00000, 0.00000, 0.00000], [0.13237, 0.62973, -1.37902], [0.14479, 2.15281, -1.40535], [0.42011, -0.06442, -2.32478], [1.00083, -0.02616, 0.46288], [-0.44992, -1.00406, 0.07772], [-0.62868, 0.71164, 0.56120], [0.22668, 2.51591, -2.44365], [1.00976, 2.52726, -0.83245], [-0.77674, 2.56437, -0.96037], [-3.20015, 3.83414, -1.03863], [-3.28277, 3.08515, -0.40582], [-2.72923, 3.45297, -1.81400]],
  "atomic_forces_ev_per_a": [[-0.72, 0.79, 0.59], [1.19, -0.88, 0.37], [-0.35, 0.09, -0.56], [-0.43, 0.47, -0.35], [-0.35, 0.07, -0.16], [0.29, 0.46, -0.55], [0.30, -0.46, 0.35], [0.03, -0.23, 0.43], [-0.36, -0.19, -0.09], [0.44, -0.11, -0.01], [0.46, -1.16, -0.11], [0.05, 0.78, -0.71], [-0.56, 0.38, 0.80]],
  "e_tot_ha": -269.5697,
  "lumo_ev": 0.530,
  "smiles": "CC(C)=O.O",
  "orbital_gap_ha": 0.37940,
  "max_force_ev_per_a": 1.5
}

=====

{
  "formula": "C17H23IrN8",
  "method": "ωB97M-V with the def2-TZVPD basis set",
  "elements": ["Ir", "C", "C", "N", "C", "C", "N", "C", "C", "N", "C", "C", "N", "C", "C", "C", "C", "C", "C", "C", "N", "H", "H", "H", "H", "H", "H", "H", "H", "H", "H", "H", "H", "H", "H", "H", "H", "H", "H", "H", "H", "H", "H", "H", "N", "C", "N", "C", "N"],
  "coordinates": [[0.47631, 0.21785, -0.11935], [-2.46431, 0.14316, -3.38381], [-1.60747, 0.01653, -2.17686], [-0.42986, 0.52145, -2.01051], [0.00525, 1.67743, -2.79661], [0.50153, 2.71827, -1.77748], [0.33213, 2.31755, -0.30978], [1.44883, 3.00570, 0.42497], [2.73965, 2.25546, 0.12428], [2.49705, 0.80560, 0.39665], [2.66947, 0.62860, 1.89482], [1.84550, -0.51423, 2.44003], [0.51705, -0.37526, 1.83188], [-0.57208, -0.88248, 2.30394], [-0.67040, -1.48434, 3.66217], [-1.69431, -0.95579, 1.31987], [-2.91598, -1.58076, 1.50778], [-3.76543, -1.74611, 0.41500], [-3.38169, -1.30485, -0.84564], [-2.15826, -0.66516, -0.97190], [-1.37830, -0.48694, 0.09523], [-1.99708, 0.68555, -4.19835], [-3.42084, 0.60808, -3.13578], [-2.68218, -0.86645, -3.74695], [-0.82161, 2.07877, -3.37513], [0.80506, 1.40260, -3.48330], [0.01440, 3.68298, -1.91304], [1.55922, 2.87454, -1.93908], [-0.54966, 2.70641, 0.01720], [1.20449, 3.01508, 1.48527], [1.51873, 4.04476, 0.10109], [3.55002, 2.62867, 0.75172], [3.06272, 2.36666, -0.90680], [3.21099, 0.24477, -0.06260], [2.31257, 1.54112, 2.36623], [3.72921, 0.53688, 2.12973], [1.81738, -0.47777, 3.52868], [2.23929, -1.49196, 2.14895], [-0.24327, -0.81321, 4.40847], [-0.11171, -2.42372, 3.70325], [-1.69776, -1.68891, 3.94601], [-3.20838, -1.95425, 2.47863], [-4.72185, -2.23462, 0.54826], [-4.02631, -1.45199, -1.70146], [0.85155, -5.90323, -1.87830], [1.34260, -4.94403, -1.39093], [1.92381, -3.95824, -0.81248], [1.35557, -2.79922, -0.64404], [0.98834, -1.72095, -0.44996]],
  "atomic_forces_ev_per_a": [[-0.10, -0.42, -0.09], [0.00, 0.00, -0.01], [0.02, -0.01, 0.11], [0.09, 0.24, -0.05], [0.03, -0.05, 0.08], [-0.11, -0.05, 0.00], [0.07, 0.19, -0.13], [0.02, -0.13, -0.05], [-0.09, 0.02, 0.02], [0.00, 0.09, 0.19], [-0.04, -0.05, -0.01], [-0.11, 0.10, -0.02], [0.10, 0.10, 0.13], [0.00, -0.01, -0.08], [0.00, 0.01, 0.01], [0.08, -0.01, 0.06], [-0.06, -0.02, -0.03], [0.04, 0.02, 0.00], [-0.04, -0.02, 0.05], [0.02, 0.01, -0.12], [-0.06, 0.07, 0.06], [0.02, -0.02, 0.00], [0.00, 0.01, 0.00], [-0.03, 0.01, 0.01], [0.04, 0.02, -0.03], [0.02, -0.05, 0.04], [-0.07, -0.04, 0.00], [0.01, 0.08, 0.00], [0.03, 0.02, 0.04], [0.01, -0.06, 0.01], [0.01, 0.00, -0.01], [0.00, 0.01, 0.00], [-0.01, -0.01, -0.02], [0.03, 0.11, -0.09], [0.06, 0.03, -0.02], [0.00, -0.10, -0.02], [-0.02, 0.02, 0.00], [0.01, 0.00, -0.01], [0.00, -0.01, 0.00], [-0.01, -0.01, -0.01], [0.00, 0.00, 0.01], [0.01, 0.01, 0.00], [0.00, 0.00, 0.00], [0.01, 0.00, -0.01], [0.01, -0.08, -0.08], [0.11, 0.18, 0.22], [-0.13, -0.25, -0.15], [-0.02, 0.22, -0.10], [0.09, -0.20, 0.10]],
  "e_tot_ha": -1202.9644,
  "lumo_ev": [-10.394, -12.680],
  "charge": 3,
  "orbital_gap_ha": [0.31784, 0.23449],
  "max_force_ev_per_a": 0.4,
  "spin_multiplicity": 2
}

=====

{
  "formula": "C6H9O2",
  "method": "ωB97M-V with the def2-TZVPD basis set",
  "elements": ["O", "C", "O", "C", "C", "C", "C", "C", "H", "H", "H", "H", "H", "H", "H", "H", "H"],
  "coordinates": [[3.43016, 0.50987, 0.15816], [2.53650, -0.37068, 0.03145], [2.47664, -1.45761, 0.63164], [1.28659, 0.07808, -0.74892], [0.27454, 0.88259, 0.00814], [-0.92792, 0.20896, 0.48715], [-1.10394, -0.08134, 1.80796], [-1.83198, -0.35349, -0.55806], [1.63122, 0.62009, -1.61435], [0.73042, -0.80896, -1.07181], [0.68537, 1.36445, 0.91388], [-0.99607, 1.28379, -2.26349], [-0.26023, 0.09742, 2.47580], [-1.96575, -0.69596, 2.15110], [-1.66853, -1.39595, -0.92015], [-2.85806, -0.36624, -0.17016], [-1.43899, 0.48499, -1.31836]],
  "atomic_forces_ev_per_a": [[-0.39, -0.34, -0.71], [0.87, 1.37, 2.36], [-0.35, -0.59, -0.58], [-1.26, -0.30, -1.06], [0.92, -1.42, 2.16], [-0.25, -1.06, 0.31], [0.33, -0.02, -0.89], [0.03, 0.24, -0.22], [0.19, 0.15, -0.27], [0.20, 0.02, -0.39], [0.28, 0.97, -1.06], [0.62, 0.38, 1.18], [-0.51, 0.18, 0.24], [0.81, 0.53, -0.29], [0.54, 0.81, 0.33], [-0.05, 0.46, -0.49], [-1.97, -1.38, -0.62]],
  "e_tot_ha": -384.3217,
  "lumo_ev": 1.711,
  "charge": -1,
  "orbital_gap_ha": 0.20552,
  "max_force_ev_per_a": 2.9
}

=====

{
  "formula": "C23H34FN5O4P",
  "method": "ωB97M-V with the def2-TZVPD basis set",
  "elements": ["F", "C", "O", "P", "O", "O", "C", "O", "C", "H", "H", "H", "H", "H", "H", "H", "H", "H", "N", "C", "C", "C", "C", "H", "H", "H", "H", "H", "N", "C", "C", "C", "C", "H", "H", "H", "H", "H", "N", "C", "C", "C", "C", "H", "H", "H", "H", "H", "N", "C", "C", "C", "C", "H", "H", "H", "H", "H", "N", "C", "C", "C", "C", "H", "H", "H", "H", "H"],
  "coordinates": [[0.96151, 0.32779, 0.08470], [-1.81454, -1.35726, -0.60576], [-2.61090, -2.53772, -0.51262], [-4.24116, -2.60086, -0.83828], [-4.95044, -3.68513, -0.13233], [-4.32835, -2.85213, -2.44786], [-3.77139, -1.91602, -3.37633], [-4.77431, -1.07980, -0.56150], [-4.83824, -0.69564, 0.77674], [-2.36636, -0.49283, -0.97502], [-0.86947, -1.51334, -1.12593], [-1.53333, -1.05676, 0.40356], [-4.45178, -1.64171, -4.18251], [-2.90618, -2.19536, -3.97758], [-3.62171, -0.99099, -2.81955], [-3.97042, -1.01224, 1.35532], [-5.70753, -1.19437, 1.20534], [-4.93747, 0.38038, 0.91970], [3.72671, 0.65736, 0.04789], [4.90234, -0.03263, 0.31915], [6.00645, 0.82399, 0.12234], [5.49477, 2.02087, -0.45302], [4.07521, 1.85472, -0.45191], [2.79298, 0.28141, 0.13101], [4.86682, -1.08468, 0.56063], [7.04993, 0.62763, 0.31980], [6.02423, 2.90482, -0.77660], [3.29582, 2.53568, -0.76053], [-1.39150, 1.55798, 1.15911], [-2.13052, 2.43650, 0.38940], [-3.19074, 2.91990, 1.06689], [-3.21276, 2.19219, 2.22633], [-2.18937, 1.37382, 2.26653], [-0.49666, 1.13986, 0.94811], [-1.83986, 2.84802, -0.56588], [-3.89428, 3.68575, 0.77550], [-3.97752, 2.24856, 2.98683], [-1.82636, 0.71510, 3.04160], [1.29348, 0.80271, 2.91592], [0.69645, -0.31741, 3.35579], [0.46882, -0.18635, 4.70117], [1.17243, 0.96847, 5.08657], [1.62743, 1.61640, 3.95327], [1.46779, 0.99543, 1.93992], [0.40167, -0.97313, 2.54985], [-0.04538, -0.88336, 5.34629], [1.37927, 1.23741, 6.11189], [2.27257, 2.47349, 3.82844], [0.31740, 1.83699, -2.11560], [-0.80854, 1.60975, -2.83949], [-0.94757, 2.51416, -3.80121], [0.23441, 3.34744, -3.79047], [1.02411, 2.85308, -2.75483], [0.59048, 1.20995, -1.37240], [-1.44312, 0.76691, -2.60856], [-1.78407, 2.60013, -4.47891], [0.47634, 4.10964, -4.51636], [1.96782, 3.24839, -2.40910], [2.21160, -2.54894, -0.22542], [3.10401, -2.64692, -1.25128], [3.37143, -4.03969, -1.37449], [2.56537, -4.72022, -0.37299], [1.91084, -3.78865, 0.39013], [1.76884, -1.68574, 0.05557], [3.50860, -1.77396, -1.74185], [4.01322, -4.56252, -2.06815], [2.58028, -5.79756, -0.29865], [1.25056, -3.85883, 1.24189]],
  "atomic_forces_ev_per_a": [[0.18, -0.16, 0.24], [0.13, 0.77, 0.96], [-2.29, -0.35, -0.56], [1.41, -0.29, -0.29], [0.73, 1.10, -0.43], [0.03, 0.37, 0.73], [-0.40, 1.38, -0.02], [0.90, -1.47, -2.20], [-0.54, -0.12, 1.89], [0.01, -0.15, -0.36], [-0.33, -0.29, -0.35], [0.04, -0.16, 0.13], [-0.83, -0.34, 0.36], [0.48, -0.69, 0.97], [0.52, 0.14, -0.38], [0.21, 0.00, -0.11], [-0.07, 0.11, 0.28], [0.09, -0.03, -0.59], [2.61, -0.94, -0.20], [0.52, 0.72, 0.35], [-1.45, -0.52, -0.56], [-2.39, -0.70, 0.65], [1.24, 1.51, -0.38], [-0.66, 0.21, -0.19], [0.03, 0.16, 0.31], [-0.13, -0.29, -0.09], [-0.05, -0.10, 0.08], [0.16, 0.07, 0.03], [-2.48, 0.83, -0.38], [1.93, 1.20, -1.74], [-0.73, 0.46, -1.02], [-3.20, 0.66, 2.57], [3.70, -2.24, 0.93], [0.24, -0.34, -0.43], [0.59, -0.46, -0.04], [0.13, -0.14, -0.25], [0.05, 0.02, 0.14], [-0.21, 0.01, 0.08], [1.06, 0.90, -0.35], [-1.19, -0.01, -1.10], [0.58, -0.87, 0.03], [0.05, 0.91, 0.61], [0.12, -0.66, 0.59], [0.00, -0.24, -0.22], [-0.33, -0.44, 0.46], [0.16, -0.01, -0.06], [-0.19, 0.30, -0.07], [-0.25, -0.02, -0.02], [0.61, 0.66, -1.61], [-0.52, -1.44, 1.59], [0.38, 1.86, -1.88], [-0.14, -1.22, 0.68], [-1.00, 0.42, -0.03], [0.65, -0.16, 0.74], [-0.03, 0.15, 0.17], [0.09, -0.07, -0.03], [0.07, 0.07, 0.27], [-0.08, -0.30, 0.12], [-0.45, -0.35, 1.33], [-0.04, -2.84, 0.45], [-1.14, 1.18, 0.79], [1.21, 0.27, -0.77], [0.61, 1.31, -1.91], [-0.07, 0.32, -0.01], [-0.18, -0.13, -0.03], [0.02, 0.31, -0.05], [-0.18, 0.08, 0.36], [0.02, 0.08, -0.23]],
  "e_tot_ha": -1912.9030,
  "lumo_ev": 2.734,
  "charge": -1,
  "orbital_gap_ha": 0.30510,
  "max_force_ev_per_a": 4.4
}

=====

{
  "formula": "C9H20BrN",
  "method": "ωB97M-V with the def2-TZVPD basis set",
  "elements": ["C", "C", "C", "C", "N", "C", "C", "C", "C", "C", "H", "H", "H", "H", "H", "H", "H", "H", "H", "H", "H", "H", "H", "H", "H", "H", "H", "H", "H", "H", "Br"],
  "coordinates": [[30.17744, 2.41686, 17.26369], [29.92688, 1.25454, 18.20239], [29.07208, 1.60239, 19.41459], [29.87348, 2.38114, 20.43157], [29.07820, 3.17422, 21.44298], [30.02167, 4.03035, 22.22868], [30.23330, 5.31571, 21.42042], [29.10775, 5.33428, 20.36143], [28.19820, 4.21345, 20.77668], [28.25113, 2.28404, 22.30302], [30.57363, 3.28753, 17.78487], [29.21604, 2.72011, 16.83936], [30.82182, 2.13290, 16.43657], [30.86109, 0.78261, 18.53943], [29.44747, 0.39716, 17.71982], [28.70133, 0.67969, 19.87219], [28.15834, 2.10940, 19.10228], [30.55906, 3.09865, 19.98521], [30.46638, 1.69102, 21.03490], [29.62908, 4.19509, 23.22889], [30.96820, 3.50438, 22.36832], [30.17024, 6.17313, 22.08529], [31.19525, 5.32612, 20.91591], [28.55900, 6.27109, 20.31724], [29.53104, 5.12864, 19.37979], [27.49395, 4.52822, 21.55547], [27.54848, 3.74439, 20.04494], [28.82712, 1.38208, 22.50279], [27.36941, 1.98526, 21.74072], [27.97627, 2.81586, 23.20522], [28.02801, 8.36282, 18.58798]],
  "atomic_forces_ev_per_a": [[-0.71, -0.11, -0.08], [0.30, -0.97, 0.25], [-0.41, -0.32, 0.16], [0.07, 0.19, 0.46], [-0.46, 0.16, -0.16], [1.10, 0.01, 0.24], [-0.47, 0.05, -0.08], [0.21, -0.36, -0.02], [-0.87, -0.01, 0.63], [0.27, -0.38, -0.57], [0.22, 0.00, -0.10], [0.11, 0.11, -0.08], [0.17, 0.10, 0.05], [0.09, 0.39, 0.13], [-0.17, 0.36, -0.38], [0.17, -0.01, 0.06], [0.18, 0.29, -0.16], [-0.08, -0.03, -0.20], [0.11, 0.05, -0.08], [-0.36, 0.11, -0.14], [-0.17, -0.24, -0.03], [0.09, 0.08, -0.07], [0.13, 0.05, 0.19], [0.07, 0.26, -0.34], [-0.15, 0.26, -0.13], [0.27, 0.13, 0.12], [0.34, 0.01, -0.36], [0.00, 0.09, 0.35], [-0.07, 0.08, 0.05], [-0.06, -0.04, 0.07], [0.06, -0.32, 0.22]],
  "e_tot_ha": -2983.6339,
  "lumo_ev": -0.406,
  "orbital_gap_ha": 0.20790,
  "max_force_ev_per_a": 1.1
}